The following is a quantum chemistry calculation of a gas-phase ion, CH6N3 (charge +1) at a distorted geometry, from OMol25.

Atoms and positions in Å:
H -0.52699 2.40603 0.53592
N -0.19807 1.48903 0.80450
N -0.13348 0.44692 0.13955
C 0.08322 -0.77317 0.84877
N -0.03836 0.42308 -1.21676
H -0.21786 -1.64620 0.32140
H -0.50687 -0.63032 1.87459
H 1.15129 -0.79678 0.93256
H -0.25463 -0.26533 -1.90625
H 0.27537 1.30495 -1.67162

Properties
* SMILES string: [H]/N=[N+](/C)N
* orbital gap: 10.6007 eV
* F_max: 0.0725 hartree/bohr
* ΔE to the lowest compared entry with this formula, charge and spin: 438.6 kJ/mol
* net charge: +1